# 1
{
  "formula": "C32H26NPRuS5",
  "method": "wB97M-V/def2-TZVPD",
  "species": ["Ru", "C", "C", "C", "C", "C", "C", "C", "C", "C", "C", "C", "C", "C", "C", "C", "N", "H", "H", "H", "H", "H", "H", "H", "H", "H", "H", "C", "S", "C", "C", "S", "S", "C", "S", "S", "H", "H", "H", "C", "P", "C", "C", "C", "C", "C", "C", "C", "C", "C", "C", "C", "C", "H", "H", "H", "H", "H", "H", "H", "H", "H", "H", "H", "H", "H"],
  "coordinates": [[-0.126, 0.471, 0.228], [3.830, -0.954, -0.756], [4.434, -0.909, 0.491], [3.691, -0.636, 1.623], [2.327, -0.381, 1.503], [1.727, -0.373, 0.228], [2.473, -0.679, -0.893], [1.416, -0.157, 2.615], [1.727, -0.378, 3.971], [0.732, -0.354, 4.909], [-0.593, -0.070, 4.513], [-1.699, -0.107, 5.384], [-2.956, 0.197, 4.934], [-3.158, 0.612, 3.609], [-2.107, 0.660, 2.733], [-0.818, 0.268, 3.148], [0.185, 0.193, 2.240], [4.417, -1.195, -1.628], [5.492, -1.095, 0.576], [4.165, -0.611, 2.591], [2.026, -0.735, -1.880], [2.747, -0.590, 4.244], [0.944, -0.572, 5.946], [-1.544, -0.382, 6.415], [-3.798, 0.141, 5.603], [-4.148, 0.904, 3.291], [-2.237, 1.022, 1.710], [-3.660, -3.984, -1.128], [-4.940, -3.268, -0.070], [-4.693, -1.551, -0.179], [-3.526, -0.818, -0.285], [-1.924, -1.380, -0.213], [-3.762, 0.926, -0.409], [-5.474, 0.958, -0.079], [-6.322, 2.346, 0.118], [-6.174, -0.635, 0.014], [-3.758, -5.062, -1.040], [-2.679, -3.669, -0.792], [-3.845, -3.679, -2.152], [-0.584, 4.601, 0.468], [-0.207, 2.888, -0.042], [-0.873, 2.663, -1.718], [-1.595, 3.597, -2.451], [-2.050, 3.263, -3.718], [-1.797, 2.009, -4.248], [-1.089, 1.062, -3.516], [-0.641, 1.387, -2.253], [1.603, 2.928, -0.331], [2.170, 3.030, -1.601], [3.547, 3.083, -1.737], [4.360, 3.044, -0.614], [3.802, 2.930, 0.651], [2.429, 2.849, 0.794], [-0.178, 5.287, -0.277], [-0.101, 4.798, 1.426], [-1.660, 4.748, 0.573], [-1.794, 4.576, -2.047], [-2.602, 3.990, -4.292], [-2.149, 1.762, -5.236], [-0.892, 0.087, -3.934], [-0.016, 0.649, -1.670], [1.547, 3.078, -2.482], [3.982, 3.164, -2.723], [5.430, 3.107, -0.730], [4.442, 2.896, 1.520], [1.985, 2.756, 1.779]],
  "multiplicity": 5,
  "charge": 2,
  "homo_lumo_gap_ev": [7.194, 5.502],
  "e_lumo_ev": [-6.3, -8.4]
}

# 2
{
  "formula": "C32H27AgNO6PS",
  "method": "wB97M-V/def2-TZVPD",
  "species": ["Ag", "O", "C", "O", "C", "O", "C", "C", "O", "O", "H", "H", "H", "H", "H", "C", "C", "O", "S", "C", "C", "C", "C", "C", "C", "C", "C", "H", "H", "H", "H", "H", "H", "H", "N", "P", "C", "C", "C", "C", "C", "C", "C", "C", "C", "C", "C", "C", "C", "C", "C", "C", "C", "C", "H", "H", "H", "H", "H", "H", "H", "H", "H", "H", "H", "H", "H", "H", "H"],
  "coordinates": [[-0.434, -0.403, 0.615], [-2.883, -0.907, -2.892], [-2.270, -1.405, -1.796], [-1.082, -1.384, -1.658], [-3.238, -1.957, -0.780], [-2.512, -2.269, 0.361], [-3.272, -2.334, 1.555], [-2.328, -2.244, 2.808], [-2.752, -2.856, 3.808], [-1.307, -1.544, 2.666], [-2.190, -0.490, -3.421], [-3.738, -2.843, -1.204], [-4.009, -1.202, -0.583], [-3.855, -3.262, 1.597], [-3.962, -1.480, 1.605], [-2.843, 8.917, 1.919], [-4.285, 8.571, 1.680], [-5.153, 8.647, 2.500], [-4.629, 8.053, -0.035], [-3.815, 6.459, 0.040], [-2.621, 6.241, -0.639], [-2.019, 4.996, -0.598], [-2.585, 3.935, 0.129], [-3.790, 4.185, 0.815], [-4.397, 5.426, 0.772], [-1.971, 2.658, 0.187], [-1.453, 1.544, 0.246], [-2.677, 9.163, 2.968], [-2.578, 9.769, 1.294], [-2.210, 8.079, 1.627], [-2.168, 7.053, -1.195], [-1.094, 4.821, -1.131], [-4.237, 3.378, 1.379], [-5.318, 5.610, 1.312], [1.748, -0.118, 0.388], [2.270, -1.481, -0.039], [4.123, -1.581, -0.008], [4.888, -2.555, -0.644], [6.274, -2.520, -0.568], [6.907, -1.511, 0.145], [6.151, -0.524, 0.767], [4.766, -0.557, 0.681], [1.977, -2.046, -1.791], [1.802, -3.349, -2.244], [1.530, -3.599, -3.584], [1.447, -2.551, -4.490], [1.635, -1.247, -4.048], [1.886, -1.001, -2.708], [1.833, -3.012, 0.892], [0.536, -3.503, 0.735], [0.076, -4.556, 1.506], [0.909, -5.132, 2.456], [2.199, -4.652, 2.622], [2.658, -3.594, 1.848], [4.393, -3.345, -1.197], [6.863, -3.284, -1.064], [7.990, -1.495, 0.215], [6.645, 0.268, 1.318], [4.132, 0.200, 1.132], [1.869, -4.179, -1.550], [1.374, -4.618, -3.923], [1.225, -2.749, -5.533], [1.568, -0.423, -4.751], [1.988, 0.009, -2.322], [-0.113, -3.046, -0.002], [-0.939, -4.915, 1.382], [0.548, -5.947, 3.073], [2.850, -5.097, 3.368], [3.666, -3.220, 1.988]],
  "charge": -2,
  "homo_lumo_gap_ev": 5.082,
  "e_lumo_ev": 3.6
}

# 3
{
  "formula": "C32H27BrN6O4SSr",
  "method": "wB97M-V/def2-TZVPD",
  "species": ["Sr", "C", "C", "C", "C", "C", "C", "C", "S", "O", "O", "N", "C", "C", "O", "O", "H", "H", "H", "H", "H", "H", "H", "H", "H", "C", "C", "C", "C", "C", "C", "N", "N", "C", "C", "C", "C", "C", "N", "H", "H", "H", "H", "H", "H", "H", "H", "H", "Br", "C", "C", "C", "C", "C", "C", "N", "C", "C", "C", "C", "C", "C", "N", "H", "H", "H", "H", "H", "H", "H", "H", "H"],
  "coordinates": [[1.176, 1.043, 0.159], [-7.827, 1.715, 1.272], [-6.364, 1.449, 1.049], [-5.701, 1.988, -0.050], [-4.356, 1.733, -0.269], [-3.673, 0.930, 0.631], [-4.308, 0.386, 1.741], [-5.651, 0.648, 1.940], [-1.971, 0.570, 0.349], [-1.498, 1.454, -0.713], [-0.583, -1.262, -0.876], [-1.182, 0.431, 1.641], [-1.266, 1.445, 2.707], [-0.101, 2.455, 2.756], [0.210, 2.891, 3.862], [0.432, 2.747, 1.635], [-8.171, 2.560, 0.678], [-8.030, 1.926, 2.322], [-8.421, 0.843, 0.991], [-6.242, 2.621, -0.742], [-3.830, 2.150, -1.117], [-3.748, -0.219, 2.443], [-6.153, 0.236, 2.807], [-1.277, 0.917, 3.659], [-2.189, 2.033, 2.644], [-3.110, -1.815, -2.475], [-3.054, -1.486, -1.183], [-1.871, -1.141, -0.354], [-0.199, -0.834, -2.161], [-0.815, -1.362, -3.350], [-2.065, -1.821, -3.483], [0.869, -0.125, -2.122], [1.522, 0.191, -3.244], [2.607, 0.967, -2.996], [3.448, 1.268, -4.101], [4.563, 2.034, -3.923], [4.872, 2.529, -2.644], [4.011, 2.214, -1.626], [2.905, 1.462, -1.766], [-4.089, -2.114, -2.835], [-3.971, -1.546, -0.608], [-1.869, -1.755, 0.549], [-0.159, -1.319, -4.212], [-2.364, -2.183, -4.459], [3.172, 0.867, -5.066], [5.206, 2.259, -4.765], [5.743, 3.141, -2.461], [4.200, 2.583, -0.621], [1.079, -6.194, -2.599], [1.555, -4.691, -1.548], [2.239, -3.639, -2.134], [2.567, -2.530, -1.371], [2.216, -2.487, -0.029], [1.537, -3.550, 0.553], [1.205, -4.660, -0.209], [2.472, -1.310, 0.724], [3.430, -1.309, 1.551], [3.723, -0.127, 2.394], [4.707, -0.193, 3.362], [4.916, 0.917, 4.173], [4.130, 2.034, 3.986], [3.165, 2.019, 2.980], [2.975, 0.967, 2.193], [2.500, -3.673, -3.183], [3.067, -1.685, -1.826], [1.247, -3.493, 1.595], [0.670, -5.489, 0.233], [4.071, -2.185, 1.688], [5.290, -1.097, 3.484], [5.675, 0.896, 4.944], [4.238, 2.912, 4.606], [2.502, 2.861, 2.818]],
  "homo_lumo_gap_ev": 6.001,
  "e_lumo_ev": -0.6
}